Below is a 3-piece molecular cluster, C6H12N2 overall, with properties calculated with wB97M-V/def2-TZVPD.

Cartesian coordinates (Å):
C  -1.94968  -0.86756  1.08592
C  -2.15027  0.92761  -0.49899
C  0.73311  -0.97380  -1.19579
N  -1.48308  0.43408  0.67937
C  0.60836  -0.03622  -0.11803
C  0.57376  0.77112  0.80081
C  2.82244  0.69621  0.43136
N  3.51101  0.05276  -0.38460
H  4.52675  0.20323  -0.34271
H  0.56841  1.47557  1.59941
H  3.21041  1.40563  1.18581
H  -2.99106  -0.81551  1.44527
H  -1.94159  -1.62690  0.27963
H  -3.21022  1.14580  -0.28630
H  -2.14822  0.22229  -1.35297
H  -1.34106  -1.24365  1.91187
H  -1.68799  1.86105  -0.82919
H  0.34574  -1.95271  -0.90456
H  0.19701  -0.62146  -2.07986
H  1.80615  -1.05755  -1.42644

Net charge ... 0
Total energy ... -9388.9623 eV
Spin multiplicity ... 1
Strongest force on any atom ... 0.0178 hartree/bohr

Now the natural (NBO) charges, all in e: C -0.4476; C -0.4475; C -0.7401; N -0.4452; C 0.1994; C -0.1058; C 0.0881; N -0.7147; H 0.3483; H 0.2557; H 0.1318; H 0.1943; H 0.1519; H 0.1943; H 0.1519; H 0.1986; H 0.1986; H 0.2473; H 0.2473; H 0.2932